Density functional theory data (ωB97M-V/def2-TZVPD) for a 2-piece molecular cluster, C3H9N2O overall at a distorted geometry.

```
15
C3H9N2O (ωB97M-V/def2-TZVPD)
O 0.45966 0.15752 -1.33605
N 0.60994 1.91429 0.59345
N -1.05791 -2.12664 -0.47419
C 1.58998 0.91910 0.96145
C -2.31944 -1.99902 -0.51703
C 1.16896 0.90863 -0.49638
H 1.15827 0.14553 1.55913
H -0.04929 -0.58045 -0.83130
H 2.54038 1.24540 1.06502
H -0.35681 1.91789 0.85290
H 0.79746 2.90698 0.46439
H -2.79255 -1.36623 -1.19177
H -0.83903 -2.92597 0.10660
H -2.86640 -2.61269 0.14191
H 1.95677 1.49568 -0.89815
```

Values from the calculation:
LUMO, eV: -3.3
Orbital gap, eV: 11.161
HOMO energy, eV: -14.42
Energy relative to the best compared isomer or geometry (same formula, charge and spin), kJ/mol: 353.8
Charge: +1

These are the natural (NBO) partial charges, in e, on atoms 1 to 2:
1. O -0.631
2. N -0.590



Density functional theory data (ωB97M-V/def2-TZVPD) for C20H28HgN2Si as an isolated structure at a distorted geometry.

```
52
C20H28HgN2Si (ωB97M-V/def2-TZVPD)
Hg -0.13851 0.57870 1.61807
Si -0.27216 -1.12233 -2.12935
N 1.34055 -1.19767 3.40154
N -1.45952 -0.75005 3.61263
C 1.10818 2.26064 3.00433
C -1.15248 2.74313 3.27832
C -0.09307 2.71144 2.29575
C 3.10259 -2.18163 -4.27396
C 3.83270 -0.99083 -4.19953
C -1.88098 1.63779 -4.69892
C -1.40373 0.11649 -2.86702
C -3.36669 1.53947 -2.76481
C -1.09259 0.62423 -4.13727
C 0.73314 1.98956 4.34594
C -2.59849 0.50368 -2.22731
C 0.52857 -1.97695 4.37051
C 1.85025 -2.25647 -3.64925
C 2.05512 0.07922 -2.95774
C 1.34932 -1.13287 -2.95485
C -0.40043 -1.16561 -0.32474
C -0.64399 2.28748 4.50571
C -2.98603 2.11277 -3.98359
C 3.31938 0.14690 -3.56618
C -0.67965 -1.20533 4.78097
H -0.22740 0.23110 -4.68719
H 2.09170 2.22432 2.60738
H 2.10944 -1.74260 3.07646
H 3.48621 -3.05134 -4.83477
H -1.86946 -1.55515 3.16341
H -4.24755 1.88025 -2.22455
H 4.81837 -0.93838 -4.67215
H -0.43801 -1.96728 0.39173
H -0.40944 -0.34391 5.40259
H 1.60413 0.97713 -2.52538
H 3.86103 1.10103 -3.55883
H -1.60498 2.04343 -5.66892
H -2.18079 3.04073 3.08581
H -2.23956 -0.14769 3.90584
H 0.20945 -2.90946 3.87492
H 1.23546 -3.16143 -3.72682
H 1.11503 -2.23054 5.28506
H -1.32968 -1.85706 5.39578
H -1.35373 -2.55606 -2.08252
H -3.56862 2.91703 -4.39662
H -2.92003 0.01967 -1.29952
H -0.05141 3.30594 1.38930
H 0.64778 -0.70362 -0.29653
H -1.18475 2.21455 5.42148
H 1.78523 -0.39505 3.87228
H 1.39967 1.69007 5.15593
H -0.43094 -2.77876 -2.20043
H -1.35866 -0.65868 -0.33302
```

Values from the calculation:
LUMO (spin up / spin down), eV: -0.5 / -0.5
Orbital gap (spin up / spin down), eV: 3.239 / 3.266
HOMO energy (spin up / spin down), eV: -3.73 / -3.78
Energy relative to the best compared isomer or geometry (same formula, charge and spin), kJ/mol: 398.1
Charge: 0

These are the natural (NBO) partial charges, in e, on atoms 1 to 2:
1. Hg 0.622
2. Si 1.540



Density functional theory data (ωB97M-V/def2-TZVPD) for one molecule with the formula C23H29NO7.

```
60
C23H29NO7 (ωB97M-V/def2-TZVPD)
O -2.94582 -1.13525 -1.43776
O 4.83537 -2.43550 0.65782
O -6.79215 -1.68855 0.28146
O 0.82105 3.47967 1.62039
O 5.26460 -1.51300 -2.09280
O -3.39239 -0.48241 0.67913
O 3.25510 -0.90301 2.24857
N -0.78157 0.59100 -1.54891
C 2.34279 -0.20413 3.06299
C -5.69679 -0.86502 -0.04102
C 5.70910 -2.31441 1.76302
C -2.69264 -0.45005 -0.46787
C 4.30183 -1.25619 0.16969
C -1.11489 1.36697 0.52963
C 3.47375 -0.45343 0.97880
C -8.62430 -0.26931 -0.55935
C 3.13040 1.09876 -0.83251
C 3.92551 0.30311 -1.63319
C 1.25710 1.88449 -2.27226
C 0.01011 2.01003 -0.04998
C 2.91586 0.71440 0.48294
C 0.17992 1.49346 -1.33384
C 4.52314 -0.86506 -1.15493
C -1.58693 0.48780 -0.43256
C 0.92593 2.98712 0.51433
C 2.48114 2.32141 -1.44175
C -1.66145 1.59624 1.88975
C 5.99053 -2.68268 -1.78497
C -4.48372 -1.38928 0.73021
C 2.05987 3.38379 -0.42304
C -7.87945 -1.60144 -0.61410
H -7.53343 -1.79230 -1.64144
H 5.18800 -1.96419 2.65545
H 6.44392 -2.98824 -2.72831
H -8.54633 -2.41266 -0.31162
H 1.70857 4.26865 -0.96397
H 6.10059 -3.31557 1.93706
H 0.92108 2.72205 -2.89338
H 1.51855 1.05551 -2.93215
H 2.69267 0.80768 3.28957
H -4.73960 -1.49234 1.78549
H 3.20827 2.77563 -2.12375
H 4.12127 0.56712 -2.66089
H -9.52119 -0.33032 -1.16942
H -5.88216 0.17930 0.25294
H -8.00403 0.54033 -0.93618
H 6.53695 -1.63214 1.53715
H -4.18345 -2.35937 0.32231
H 6.77963 -2.48765 -1.05418
H -2.67387 1.99177 1.82539
H -1.71610 0.65810 2.43920
H 2.91347 3.69237 0.18313
H 2.28048 -0.77779 3.98664
H -5.49122 -0.89720 -1.12018
H 2.30836 1.32193 1.12778
H -0.93196 0.02911 -2.37354
H -1.03395 2.30303 2.42470
H 1.35240 -0.15012 2.60123
H -8.90904 -0.04577 0.46573
H 5.34111 -3.47645 -1.41266
```

Values from the calculation:
LUMO, eV: 0.6
Orbital gap, eV: 8.905
HOMO energy, eV: -8.27
Energy relative to the best compared isomer or geometry (same formula, charge and spin), kJ/mol: 265.3
Charge: 0

These are the natural (NBO) partial charges, in e, on atoms 1 to 2:
1. O -0.628
2. O -0.523



Density functional theory data (ωB97M-V/def2-TZVPD) for a 7-piece molecular cluster, C21H56O7 overall at a distorted geometry.

```
84
C21H56O7 (ωB97M-V/def2-TZVPD)
O -2.53928 2.10874 -3.52498
O -1.24917 -0.71405 -2.78506
O -2.67190 -0.96518 1.34627
O 3.57234 -2.50973 -3.42467
O -0.06974 -0.63225 -0.12292
O 5.70482 2.57728 1.87217
O -2.69042 2.71096 5.30890
C 3.56402 -2.97743 -2.08992
C 4.64972 1.69013 1.44157
C 0.92120 -0.75323 2.04446
C -1.87702 -1.41162 -4.97265
C -0.42437 3.08668 -2.73078
C -3.82299 -1.51555 -0.76837
C 4.19092 2.10899 0.02171
C 0.67321 1.48464 0.69016
C 0.93057 -0.03136 0.70919
C 2.23020 -2.75670 -1.42612
C -0.76991 -1.38626 -3.94024
C -2.26781 2.55853 -1.13720
C 4.66292 -2.21159 -1.32428
C 0.44219 -0.64253 -4.38985
C -4.72143 -2.24247 1.45867
C -3.46606 -1.92386 0.68242
C -1.94063 2.97642 -2.55284
C -2.97220 0.51550 4.51138
C -1.99257 0.95079 6.80346
C 5.12060 0.23259 1.38675
C -3.01303 1.39011 5.73541
H -2.25242 -0.38692 -5.14630
H 4.20706 -0.37857 1.30988
H -0.64439 -0.77784 -2.00084
H -3.35894 2.48696 -0.92845
H -2.89211 -1.52320 -1.32502
H 6.48950 2.49417 1.30404
H 3.90581 1.89978 2.20588
H -1.81456 3.18064 -0.39506
H 1.39079 2.09334 1.30821
H -5.36767 -2.92286 0.91144
H 3.37160 1.41723 -0.34262
H -0.83296 -0.82087 0.41895
H -4.59357 -2.56596 2.47286
H -0.07045 3.83867 -2.04524
H -5.26840 -1.26055 1.58173
H -2.71649 -2.04125 -4.74960
H -2.91160 -2.82285 0.56315
H -2.46701 3.93789 -2.69669
H -1.43176 -1.73544 -5.90485
H -1.00918 0.97864 6.30341
H 4.68213 -1.16488 -1.65736
H 1.26198 -0.77980 -3.68434
H -1.89761 1.55332 -1.01660
H -3.44339 -0.43002 4.69691
H 5.65690 -0.03107 2.30310
H -2.52853 3.15897 6.12231
H 1.37647 -3.22971 -1.90404
H 3.75882 -4.05659 -2.05188
H -3.20903 -0.11208 1.38195
H -0.29493 1.82598 1.06514
H -4.29082 -0.50583 -0.83229
H -2.05578 1.62446 7.61260
H 2.29564 -3.07395 -0.38826
H 1.90484 -0.29584 0.24827
H -0.07702 -0.63910 2.49576
H -0.11552 3.40628 -3.71454
H 5.70341 -2.50761 -1.44807
H 5.78815 0.05615 0.54801
H 0.99165 -1.82522 1.93421
H 0.23353 0.40724 -4.59096
H 3.94299 3.12687 -0.07486
H 5.04449 2.03986 -0.65406
H 3.04253 -3.05512 -3.98265
H -0.08047 2.08621 -2.51889
H 0.75055 1.79251 -0.33152
H -2.25937 -0.06223 7.06505
H 0.78103 -1.10660 -5.33759
H -0.61093 -2.44098 -3.62088
H 2.04413 -1.69931 -1.48306
H -3.61069 1.05754 3.82551
H -1.94860 0.37338 4.14566
H -4.01654 1.29469 6.15607
H -4.58395 -2.19502 -1.13366
H 4.42934 -2.20022 -0.24736
H -2.29347 1.21722 -3.31230
H 1.72061 -0.41806 2.71712
```

Values from the calculation:
LUMO, eV: 0.6
Orbital gap, eV: 10.380
HOMO energy, eV: -9.75
Energy relative to the best compared isomer or geometry (same formula, charge and spin), kJ/mol: 145.3
Charge: 0

These are the Mulliken partial charges, in e, on atoms 1 to 2:
1. O -0.583
2. O 0.140